H3N3O2 in the gas phase, computed with the ωB97M-V functional and the def2-TZVPD basis.

Each atom is followed by the atoms it is bonded to, with distances in Å.
Geometry (Å):
1 O 2.1079 0.6871 0.1273  N5 1.223
2 O 1.2155 -1.2872 -0.0389  N5 1.206
3 N -1.2615 -0.1374 0.1518  N4 1.404, H6 0.986, H8 0.957
4 N -0.0707 0.5069 -0.2190  N3 1.404, N5 1.391, H7 1.065
5 N 1.1632 -0.0844 0.0316  O1 1.223, O2 1.206, N4 1.391
6 H -1.7128 -0.3715 -0.6925  N3 0.986
7 H -0.0932 1.5659 -0.1096  N4 1.065
8 H -1.3484 -0.8794 0.7493  N3 0.957

The maximum force comes out at 3.87 eV/Å. The relative energy (zero: lowest compared OMol25 entry of this formula, charge and spin) is 0.5239 eV. The value obtained for the frontier orbital gap is 10.802 eV. As for the total energy: -316.38757 Eh. As for the spin multiplicity: 1. The value obtained for the HOMO energy is -10.225 eV.